(1)
Below is the molecule C5H7NO at a distorted geometry, with properties calculated with wB97M-V/def2-TZVPD.

Total charge ... 0
Highest occupied orbital energy ... -9.719 eV
SMILES ... [H]/N=C1\OC[C@H]2C[C@@H]12
Energy above the lowest of the compared OMol25 structures with the same formula, charge and spin ... 2.303 eV
HOMO-LUMO gap ... 0.39399 Eh

Last column: Löwdin charge in e.
Cartesian coordinates (Å):
H1 2.604 -1.588 0.090  0.062
N1 1.817 -1.606 0.740  0.164
C1 0.972 -0.751 0.363  -0.453
O1 1.149 0.133 -0.684  -0.064
C2 0.368 1.292 -0.343  -0.129
C3 -0.919 0.735 0.279  -0.240
C4 -1.276 -0.390 -0.608  -0.017
C5 -0.419 -0.563 0.786  -0.091
H2 0.174 1.876 -1.243  0.130
H3 0.985 1.846 0.367  0.131
H4 -1.640 1.357 0.796  0.143
H5 -0.915 -0.214 -1.642  0.124
H6 -2.084 -1.089 -0.595  0.089
H7 -0.814 -1.037 1.695  0.153

***

(2)
Below is a structure of composition C5H9NO2 at a distorted geometry, with properties calculated with wB97M-V/def2-TZVPD.

Total charge ... 0
Highest occupied orbital energy ... -9.487 eV
Energy above the lowest of the compared OMol25 structures with the same formula, charge and spin ... 5.600 eV
HOMO-LUMO gap ... 0.34630 Eh

Last column: Löwdin charge in e.
Cartesian coordinates (Å):
C1 -1.576 0.048 -0.354  -0.318
C2 -0.589 -0.399 -1.581  -0.119
C3 0.622 -0.735 -1.324  -0.138
C4 1.100 -0.937 0.213  -0.074
C5 1.816 0.177 1.150  -0.505
H1 -1.189 1.105 1.744  0.281
H2 -1.546 2.140 0.055  0.168
H3 -1.564 -0.720 0.618  0.124
H4 -2.823 -0.096 -0.513  0.153
H5 -0.821 -0.118 -2.630  0.100
H6 1.350 -0.886 -2.235  0.138
H7 0.061 -1.390 0.620  0.111
H8 1.753 -1.938 0.195  0.138
H9 0.343 1.221 0.654  0.049
N1 -1.093 1.146 0.399  -0.117
O1 1.182 1.327 1.379  -0.016
O2 2.973 0.056 1.610  0.024

***

(3)
Below is a cluster of 2 separate species, C7H12 in total, with properties calculated with wB97M-V/def2-TZVPD.

Total charge ... 0
Highest occupied orbital energy ... -8.708 eV
SMILES ... C=C/C=C\C.C=C
Energy above the lowest of the compared OMol25 structures with the same formula, charge and spin ... 2.300 eV
HOMO-LUMO gap ... 0.35956 Eh

Last column: Löwdin charge in e.
Cartesian coordinates (Å):
C1 -1.861 0.125 -0.200  -0.009
C2 -1.115 0.261 -1.298  -0.185
C3 0.304 0.600 -1.460  -0.168
C4 1.076 1.328 -0.645  -0.156
C5 0.819 1.663 0.794  -0.098
H1 -1.462 0.147 0.809  0.041
H2 -2.928 -0.053 -0.295  0.057
H3 -1.622 0.192 -2.259  0.093
H4 0.727 0.333 -2.428  0.100
H5 1.997 1.712 -1.076  0.095
H6 1.685 2.177 1.220  0.069
H7 -0.069 2.289 0.952  0.083
H8 0.669 0.738 1.365  0.054
C6 0.866 -1.963 -0.076  -0.094
C7 0.024 -1.993 0.949  -0.105
H9 0.552 -2.269 -1.072  0.060
H10 1.886 -1.602 0.018  0.057
H11 -1.004 -2.325 0.825  0.052
H12 0.304 -1.642 1.939  0.052

***

(4)
Below is the molecule C5H8ClOP at a distorted geometry, with properties calculated with wB97M-V/def2-TZVPD.

Total charge ... 0
Highest occupied orbital energy ... -10.339 eV
SMILES ... C[C@H]1C=C[P@@](=O)(Cl)C1
Energy above the lowest of the compared OMol25 structures with the same formula, charge and spin ... 0.425 eV
HOMO-LUMO gap ... 0.40345 Eh

Last column: Löwdin charge in e.
Cartesian coordinates (Å):
C1 -0.886 -0.040 1.440  -0.112
C2 -0.144 -0.853 0.466  -0.496
C3 -0.876 -0.803 -0.841  -0.105
C4 -0.513 0.151 -1.711  -0.167
P1 0.982 0.962 -1.108  0.293
O1 2.235 1.144 -1.836  -0.371
Cl1 0.387 2.751 -0.380  0.375
C5 1.151 -0.177 0.298  -0.276
H1 -0.615 1.083 1.272  0.073
H2 -0.588 -0.114 2.462  0.075
H3 -1.903 -0.366 1.414  0.079
H4 -0.051 -1.847 0.962  0.157
H5 -1.755 -1.545 -1.092  0.156
H6 -0.818 0.332 -2.713  0.070
H7 1.368 0.253 1.290  0.101
H8 2.026 -0.933 0.078  0.148

***

(5)
Below is a structure of composition C5H11NO, with properties calculated with wB97M-V/def2-TZVPD.

Total charge ... 0
Highest occupied orbital energy (spin up / spin down) ... -7.529 / -7.450 eV
Energy above the lowest of the compared OMol25 structures with the same formula, charge and spin ... 6.287 eV
HOMO-LUMO gap (spin up / spin down) ... 0.30836 / 0.30505 Eh

Last column: Löwdin charge in e.
Cartesian coordinates (Å):
C1 -0.061 0.818 -2.604  -0.076
O1 0.802 0.388 -1.711  -0.092
C2 0.595 0.467 -0.430  -0.331
C3 -0.686 0.193 0.312  -0.129
N1 0.152 -0.219 1.455  -0.194
C4 -0.217 -1.441 2.128  -0.112
C5 1.377 -0.268 0.627  -0.098
H1 -1.113 0.839 -2.340  0.067
H2 0.280 0.719 -3.624  0.067
H3 0.105 2.552 -1.543  0.077
H4 0.373 2.423 -0.812  0.087
H5 -1.379 1.016 0.520  0.115
H6 -1.250 -0.641 -0.156  0.128
H7 -0.306 -2.305 1.440  0.084
H8 -1.178 -1.307 2.637  0.084
H9 0.536 -1.682 2.886  0.084
H10 1.660 -1.291 0.322  0.123
H11 2.246 0.225 1.077  0.115

***

(6)
Below is the molecule CH2N2O3 at a distorted geometry, with properties calculated with wB97M-V/def2-TZVPD.

Total charge ... 0
Highest occupied orbital energy ... -10.758 eV
SMILES ... [H]/N=[N+](\[O-])OC=O
Energy above the lowest of the compared OMol25 structures with the same formula, charge and spin ... 3.137 eV
HOMO-LUMO gap ... 0.40534 Eh

Last column: Löwdin charge in e.
Cartesian coordinates (Å):
H1 -0.159 -1.823 -0.976  0.126
N1 -0.349 -0.966 -0.455  0.184
N2 0.771 -0.693 -0.048  -0.340
O1 1.872 -1.060 -0.108  0.144
O2 0.479 0.568 0.813  0.039
C1 -0.629 1.140 0.310  -0.408
O3 -0.941 1.274 -0.816  0.099
H2 -1.044 1.560 1.280  0.157

***

(7)
Below is a cluster of 2 separate species, C5H12NO in total, with properties calculated with wB97M-V/def2-TZVPD.

Total charge ... -1
Highest occupied orbital energy ... -2.508 eV
Energy above the lowest of the compared OMol25 structures with the same formula, charge and spin ... 1.149 eV
HOMO-LUMO gap ... 0.22817 Eh

Last column: Löwdin charge in e.
Cartesian coordinates (Å):
C1 1.868 -1.421 -1.611  -0.194
N1 0.538 -0.833 -1.658  -0.154
C2 0.630 0.670 -1.719  -0.634
O1 1.377 1.154 -2.678  -0.315
H1 2.457 -1.273 -2.525  0.054
H2 1.786 -2.499 -1.438  0.049
H3 2.408 -0.924 -0.802  0.065
H4 0.098 -1.109 -2.529  0.072
H5 0.957 0.963 -0.658  0.074
H6 -0.447 1.016 -1.695  0.071
C3 -1.368 -0.189 1.000  -0.121
C4 -1.096 0.970 1.913  -0.247
C5 -1.393 1.019 3.212  -0.051
H7 -0.473 -0.424 0.415  0.035
H8 -1.691 -1.076 1.543  0.065
H9 -2.078 0.158 0.246  0.072
H10 -0.471 1.755 1.494  0.087
H11 -1.152 1.855 3.853  0.030
H12 -1.949 0.187 3.636  0.038

***

(8)
Below is a structure of composition C31H39N11O4S3Tl, with properties calculated with wB97M-V/def2-TZVPD.

Total charge ... +1
Highest occupied orbital energy ... -10.001 eV
Energy above the lowest of the compared OMol25 structures with the same formula, charge and spin ... 0.704 eV
HOMO-LUMO gap ... 0.27850 Eh

Last column: Löwdin charge in e.
Cartesian coordinates (Å):
Tl1 -0.512 -0.876 -0.370  0.667
C1 1.692 1.823 0.639  -0.128
N1 0.235 1.707 0.563  -0.206
C2 -0.352 1.940 1.880  -0.128
C3 -0.072 0.799 2.830  -0.268
C4 0.061 1.036 4.192  -0.013
C5 0.303 -0.029 5.043  -0.048
C6 0.422 -1.298 4.504  -0.043
C7 0.267 -1.444 3.135  -0.157
N2 0.026 -0.427 2.310  0.044
C8 -0.287 2.635 -0.448  -0.131
C9 -1.796 2.673 -0.534  -0.303
C10 -2.471 3.874 -0.710  -0.013
C11 -3.858 3.876 -0.736  -0.050
C12 -4.533 2.677 -0.580  -0.048
C13 -3.779 1.522 -0.436  -0.124
N3 -2.451 1.519 -0.423  0.059
C14 2.444 1.079 -0.436  -0.269
C15 3.441 1.684 -1.187  -0.009
C16 4.206 0.904 -2.043  -0.044
C17 3.970 -0.459 -2.093  -0.049
C18 2.926 -0.971 -1.336  -0.165
N4 2.165 -0.222 -0.548  0.044
H1 2.002 2.878 0.657  0.130
H2 2.003 1.369 1.582  0.135
H3 -0.007 2.886 2.323  0.137
H4 -1.435 2.006 1.773  0.126
H5 -0.022 2.043 4.580  0.117
H6 0.414 0.131 6.107  0.113
H7 0.629 -2.157 5.126  0.109
H8 0.353 -2.418 2.671  0.035
H9 0.069 3.660 -0.263  0.130
H10 0.116 2.302 -1.412  0.123
H11 -1.924 4.803 -0.810  0.117
H12 -4.401 4.802 -0.867  0.113
H13 -5.613 2.641 -0.553  0.107
H14 -4.250 0.553 -0.320  0.095
H15 3.627 2.747 -1.097  0.115
H16 4.981 1.348 -2.653  0.114
H17 4.570 -1.110 -2.714  0.115
H18 2.682 -2.029 -1.351  0.084
S1 0.988 -3.708 0.493  0.629
C19 -0.448 -4.453 0.142  -0.872
N5 -0.924 -5.440 0.988  0.076
C20 -2.037 -6.148 0.730  -0.057
C21 -2.725 -5.922 -0.419  -0.041
C22 -2.226 -4.899 -1.253  -0.124
N6 -1.172 -4.181 -0.978  0.049
H19 -0.382 -5.614 1.821  0.143
H20 -2.342 -6.882 1.463  0.137
H21 -3.604 -6.492 -0.675  0.107
H22 -2.726 -4.665 -2.190  0.119
C23 -3.961 4.448 -7.495  -0.116
C24 -2.928 3.620 -6.742  -0.296
S2 -1.721 3.050 -7.966  0.646
O1 -1.161 4.207 -8.603  -0.299
O2 -2.350 2.029 -8.758  -0.301
C25 -0.390 2.263 -7.001  -0.179
C26 -0.748 0.806 -6.709  -0.136
N7 -0.140 0.300 -5.480  0.054
C27 -0.567 0.577 -4.225  -0.322
N8 0.118 -0.092 -3.306  0.086
C28 1.019 -0.836 -3.986  -0.040
C29 0.891 -0.608 -5.330  -0.127
N9 1.689 -1.187 -6.358  -0.337
O3 2.592 -1.913 -5.986  0.097
O4 1.434 -0.924 -7.523  0.084
C30 -1.690 1.501 -3.929  0.020
H23 -4.725 4.825 -6.819  0.081
H24 -4.437 3.839 -8.264  0.083
H25 -3.471 5.288 -7.984  0.079
H26 -3.372 2.737 -6.284  0.086
H27 -2.386 4.213 -6.005  0.098
H28 -0.273 2.861 -6.098  0.095
H29 0.503 2.366 -7.616  0.113
H30 -0.429 0.181 -7.532  0.117
H31 -1.830 0.703 -6.615  0.119
H32 1.700 -1.508 -3.503  0.104
H33 -2.537 1.309 -4.589  0.082
H34 -1.394 2.545 -4.055  0.089
H35 -1.998 1.348 -2.901  0.060
N10 -5.552 -2.611 1.840  0.088
C31 -4.501 -2.356 1.040  -0.978
N11 -4.741 -2.376 -0.289  0.092
S3 -2.994 -2.016 1.671  0.563
H36 -6.481 -2.769 1.488  0.106
H37 -5.418 -2.531 2.832  0.093
H38 -5.618 -2.703 -0.659  0.108
H39 -3.964 -2.275 -0.916  0.081